Entry from the OMol25 dataset: a cluster of 2 separate species, C2H6ClOP in total in a non-equilibrium geometry (ωB97M-V with the def2-TZVPD basis set).

Positions of all 11 atoms, in Å:
C  -0.80  0.03  1.62
C  0.80  -0.94  -1.50
O  1.60  0.02  -2.23
P  -0.92  -1.44  0.53
Cl  0.63  -2.56  1.35
H  -1.40  0.87  1.11
H  -1.04  -0.04  2.73
H  0.21  0.33  1.65
H  1.22  -1.58  -0.76
H  0.32  -1.54  -2.27
H  2.09  0.54  -1.61

Calculated values
Lowest unoccupied orbital energy (alpha / beta): 0.001 / -0.020 Ha
Max |F|: 0.0592 Eh/bohr
Orbital gap (alpha / beta): 8.054 / 7.755 eV
Molecular weight: 112.50 g mol⁻¹
2S+1: 1
Relative energy (zero: lowest compared OMol25 entry of this formula, charge and spin): 392.9 kJ/mol

natural (NBO) atomic charge list, values in e, 4 entries:
1 C -1.01
2 C -0.10
3 O -0.69
4 P 0.61


Entry from the OMol25 dataset: a cluster of 2 separate species, C2H6ClOPS in total in a non-equilibrium geometry (ωB97M-V with the def2-TZVPD basis set).

Positions of all 12 atoms, in Å:
C  -0.93  -1.96  -0.02
C  -0.30  -1.03  -0.95
O  -3.82  0.05  2.02
P  -3.88  -0.99  1.03
S  -0.21  0.74  -0.31
Cl  -3.57  -0.11  -0.82
H  -2.04  -1.77  0.04
H  -0.81  -2.91  -0.52
H  -0.57  -1.75  0.99
H  -0.96  -1.04  -1.81
H  0.70  -1.08  -1.32
H  -1.36  0.81  0.06

Calculated values
Lowest unoccupied orbital energy: -0.042 Ha
Max |F|: 0.0875 Eh/bohr
Orbital gap: 7.939 eV
Molecular weight: 144.56 g mol⁻¹
2S+1: 1
Relative energy (zero: lowest compared OMol25 entry of this formula, charge and spin): 153.2 kJ/mol

natural (NBO) atomic charge list, values in e, 4 entries:
1 C -0.62
2 C -0.47
3 O -0.97
4 P 1.35


Entry from the OMol25 dataset: a structure of composition C2H6CsO (ωB97M-V with the def2-TZVPD basis set).

Positions of all 10 atoms, in Å:
Cs  19.57  19.08  -15.35
C  23.87  21.38  -14.32
C  22.38  21.46  -14.14
O  22.10  21.11  -12.78
H  24.35  22.01  -13.57
H  24.16  21.76  -15.30
H  24.22  20.36  -14.21
H  21.91  20.72  -14.81
H  22.03  22.47  -14.36
H  21.15  21.14  -12.62

Calculated values
Lowest unoccupied orbital energy: -0.151 Ha
Max |F|: 0.0078 Eh/bohr
Orbital gap: 9.822 eV
Molecular weight: 178.97 g mol⁻¹
2S+1: 1
Relative energy (zero: lowest compared OMol25 entry of this formula, charge and spin): 67.1 kJ/mol
Net charge: +1

natural (NBO) atomic charge list, values in e, 4 entries:
1 Cs 1.00
2 C -0.63
3 C -0.05
4 O -0.71


Entry from the OMol25 dataset: a cluster of 2 separate species, C2H6F2N2O2 in total in a non-equilibrium geometry (ωB97M-V with the def2-TZVPD basis set).

Positions of all 14 atoms, in Å:
C  1.05  -0.22  -0.06
C  0.35  1.11  -0.04
N  0.69  -0.98  -1.13
N  -1.73  0.34  0.13
O  1.01  -0.87  1.13
O  0.42  1.89  1.10
F  2.50  0.25  -0.02
F  0.38  1.94  -1.08
H  0.63  -1.99  -1.13
H  0.49  -0.60  -2.08
H  -1.45  -0.39  0.76
H  -2.00  0.06  -0.79
H  1.72  -0.49  1.62
H  -0.03  2.76  1.02

Calculated values
Lowest unoccupied orbital energy (alpha / beta): 0.024 / 0.024 Ha
Max |F|: 0.1094 Eh/bohr
Orbital gap (alpha / beta): 9.464 / 9.466 eV
Molecular weight: 128.08 g mol⁻¹
2S+1: 1
Relative energy (zero: lowest compared OMol25 entry of this formula, charge and spin): 348.4 kJ/mol

natural (NBO) atomic charge list, values in e, 4 entries:
1 C 0.63
2 C 0.78
3 N -0.84
4 N -0.96